(1)
Molecular formula: C6H4Cl5P
Method: DFT, ωB97M-V with the def2-TZVPD basis set

Each line ends with the Mulliken charge.
Atoms and positions in Å:
1 Cl -3.9881 0.0730 0.0998  -0.211
2 Cl 2.8101 -0.5782 -1.9848  -0.273
3 Cl 2.5778 0.6872 1.9845  -0.241
4 Cl 3.1713 -1.8021 0.5466  -0.250
5 Cl 2.4029 2.0310 -0.6329  -0.211
6 P 2.2742 0.0834 0.0070  1.030
7 C 0.4807 0.0769 0.0299  0.642
8 C -0.2267 0.5651 -1.0878  -0.216
9 C -0.2220 -0.5861 1.0692  -0.102
10 C -1.6422 -0.6769 1.1033  -1.075
11 C -2.2676 -0.0869 0.0073  0.717
12 C -1.6559 0.5017 -1.1004  -1.029
13 H 0.4991 -0.8927 1.8989  0.159
14 H 0.3885 0.9483 -1.8712  0.303
15 H -2.2511 -1.1440 1.8346  0.432
16 H -2.3509 0.8004 -1.9040  0.326

The SMILES is Clc1ccc(P(Cl)(Cl)(Cl)Cl)cc1. Its HOMO-LUMO gap is 8.10 eV. The spin multiplicity is 1. Its LUMO energy is -1.67 eV. The highest occupied orbital energy is -9.78 eV. As for the charge: 0.



(2)
Molecular formula: C4H7NO2
Method: DFT, ωB97M-V with the def2-TZVPD basis set

Each line ends with the Mulliken charge.
Atoms and positions in Å:
1 O -2.5158 1.4624 -1.0925  -0.296
2 O 0.7733 0.8840 -0.2787  -0.509
3 N -0.7753 -1.3260 0.9238  -0.614
4 C 1.6755 -1.4394 0.5753  -0.908
5 C -1.8988 0.6370 -0.4997  0.004
6 C 0.2849 -1.0276 0.4906  0.707
7 C -0.0780 1.5603 -0.9139  -0.205
8 H 1.7757 -1.9603 1.5379  0.285
9 H -2.4085 -0.3546 -0.5806  0.301
10 H -0.3050 2.5623 -0.5141  0.254
11 H 1.8757 -1.9983 -0.3375  0.264
12 H -0.9820 0.1564 1.7574  0.137
13 H 2.2681 -0.5318 0.6106  0.295
14 H 0.1724 1.5673 -1.9933  0.284

As for the relative energy (zero: lowest compared OMol25 entry of this formula, charge and spin): 912.2 kJ/mol. Its HOMO-LUMO gap (alpha / beta) is 6.25 / 8.75 eV. The spin multiplicity is 1. Its LUMO energy (alpha / beta) is -1.50 / -0.25 eV. The highest occupied orbital energy (alpha / beta) is -7.75 / -9.00 eV. As for the charge: 0.



(3)
Molecular formula: C12H14BCeF3N6O2
Method: DFT, ωB97M-V with the def2-TZVPD basis set

Each line ends with the Mulliken charge.
Atoms and positions in Å:
1 Ce -0.0633 0.0327 0.3727  1.528
2 F 0.0212 2.0289 5.3419  -0.177
3 F 1.7424 0.8442 4.7160  -0.205
4 F 1.5197 2.8959 4.0130  -0.200
5 O -1.1934 1.2013 3.1211  -0.502
6 O 0.8286 1.0031 2.0460  -0.390
7 N 1.9570 0.1014 -2.0029  -0.035
8 N 1.9999 0.3544 -0.6299  0.099
9 N -0.4536 -0.9971 -2.5676  0.149
10 N -1.1968 -1.0976 -1.3894  -0.105
11 N -0.0955 1.5367 -2.5268  0.123
12 N -0.5144 1.7540 -1.2150  0.140
13 C -1.0869 2.9866 -1.1526  -0.128
14 C 0.0391 1.2945 3.0456  0.484
15 C 3.3094 0.3082 -0.2085  0.052
16 C 3.2187 -0.0768 -2.4260  0.004
17 C -0.4078 2.6142 -3.2661  -0.025
18 C -1.9711 -1.4741 2.5222  -0.918
19 C 4.0955 0.0300 -1.3392  -0.965
20 C -1.0351 3.5520 -2.4386  -0.755
21 C -0.8882 -1.9503 -3.4107  -0.022
22 C 0.8286 1.7620 4.2956  0.853
23 C -2.0642 -2.1493 -1.5024  -0.004
24 C -1.8832 -2.7011 -2.7824  -0.922
25 B 0.6091 0.1703 -2.8584  -0.298
26 H -2.4207 -3.5247 -3.1753  0.507
27 H -2.8225 -2.0770 2.1966  0.365
28 H -0.4549 -2.0104 -4.3877  0.545
29 H 3.3828 -0.2588 -3.4662  0.563
30 H 3.5472 0.4588 0.8386  0.601
31 H -1.4732 3.3359 -0.2065  0.589
32 H -2.7071 -2.4018 -0.6646  0.567
33 H -1.0844 -2.1012 2.6486  0.461
34 H 5.1502 -0.0663 -1.3514  0.500
35 H -2.2077 -0.9817 3.4679  0.366
36 H 0.9116 0.1181 -4.0138  0.079
37 H -1.8159 -0.6727 1.7793  0.000
38 H -0.1629 2.6297 -4.3122  0.545
39 H -1.4078 4.5083 -2.7049  0.529

Its HOMO-LUMO gap (alpha / beta) is 3.11 / 3.11 eV. The spin multiplicity is 1. Its LUMO energy (alpha / beta) is -20.21 / -20.21 eV. The highest occupied orbital energy (alpha / beta) is -23.32 / -23.32 eV. As for the charge: +4.



(4)
Molecular formula: C19H13BrN4ReS2
Method: DFT, ωB97M-V with the def2-TZVPD basis set

Each line ends with the Mulliken spin population.
Atoms and positions in Å:
1 Re 0.2719 -0.5945 -0.2197  2.653
2 Br 5.2775 -0.7403 4.2201  0.017
3 S 2.3610 -1.9208 -4.1205  0.231
4 S -1.9141 1.5901 -1.9126  -0.002
5 N 1.1376 -0.9832 -1.8288  -0.002
6 N -1.1482 -1.8112 0.6387  0.011
7 N -1.7560 0.1707 -1.0199  0.019
8 N -3.8816 -0.6797 -1.4611  0.011
9 C 3.9120 -1.7200 1.9301  -0.015
10 C -2.6868 -0.7241 -0.8575  0.019
11 C -2.9608 -3.7593 1.3859  0.020
12 C -1.7093 -3.7054 1.9824  -0.006
13 C -3.4400 1.3349 -2.7812  0.006
14 C -3.3054 -2.7999 0.4424  -0.012
15 C 1.9287 -0.7119 0.9666  -0.078
16 C 3.9388 -0.7142 2.9032  0.065
17 C -0.8313 -2.7249 1.5804  0.022
18 C 1.6653 -1.4091 -2.8381  0.033
19 C -5.8097 0.9375 -4.1615  0.000
20 C -3.8201 2.2250 -3.7667  0.002
21 C -5.4279 0.0477 -3.1675  0.002
22 C 2.0089 0.3099 1.9406  0.022
23 C -2.3919 -1.8253 0.0860  -0.003
24 C 2.9231 -1.7126 0.9754  0.025
25 C 2.9955 0.3120 2.9032  -0.023
26 C -4.2471 0.2454 -2.4737  -0.004
27 C -5.0106 2.0280 -4.4572  0.001
28 H -1.4165 -4.4169 2.7407  0.000
29 H -3.6645 -4.5349 1.6579  0.000
30 H 4.6739 -2.4873 1.9349  0.000
31 H 3.0573 1.0987 3.6419  -0.001
32 H -4.5309 -1.4328 -1.3222  -0.001
33 H 1.2915 1.1301 1.9410  0.004
34 H -6.0527 -0.8040 -2.9207  0.000
35 H 0.1585 -2.6450 2.0090  -0.016
36 H -3.1985 3.0825 -3.9932  0.000
37 H -6.7311 0.7744 -4.7025  0.000
38 H -5.3081 2.7269 -5.2258  0.000
39 H 2.9087 -2.4907 0.2204  0.000
40 H -4.2936 -2.8311 0.0102  0.001

Its HOMO-LUMO gap (alpha / beta) is 4.87 / 4.97 eV. The spin multiplicity is 4. Its LUMO energy (alpha / beta) is -8.68 / -8.56 eV. The highest occupied orbital energy (alpha / beta) is -13.55 / -13.54 eV. As for the charge: +2.



(5)
Molecular formula: C4H11ClF5OSc2Te
Method: DFT, ωB97M-V with the def2-TZVPD basis set

Each line ends with the Mulliken charge.
Atoms and positions in Å:
1 Te 0.3657 0.1439 4.1138  2.188
2 Sc -0.0685 0.0909 0.7528  1.491
3 Sc 0.3274 0.3378 -2.2689  0.222
4 Cl -0.3665 2.0507 -0.7221  -0.502
5 F 1.0788 1.8422 4.3628  -0.392
6 F -0.4948 -1.5190 3.7748  -0.428
7 F -0.4900 0.2100 5.8348  -0.413
8 F -1.1656 1.0274 3.3910  -0.453
9 F 1.8520 -0.7036 4.8296  -0.396
10 O 1.0572 0.0533 2.3980  -0.923
11 C 0.3082 -1.3711 -0.9025  -0.993
12 C -0.9228 0.0431 -4.0326  -1.150
13 C -2.1309 -0.3136 1.1891  -1.184
14 C 2.3927 0.7698 -2.8367  -1.065
15 H -2.1661 -0.8257 2.1467  0.328
16 H 2.4495 0.8419 -3.9305  0.305
17 H -2.5938 0.6738 1.2630  0.309
18 H -1.2966 -0.9892 -4.0360  0.249
19 H 1.2806 -1.9386 -0.9129  0.214
20 H -0.3153 0.2256 -4.9289  0.305
21 H -0.4460 -2.1939 -1.0662  0.215
22 H -1.7598 0.7522 -3.9783  0.282
23 H -2.6442 -0.9060 0.4297  0.314
24 H 3.0610 -0.0269 -2.4877  0.229
25 H 2.6880 1.7249 -2.3826  0.249

As for the relative energy (zero: lowest compared OMol25 entry of this formula, charge and spin): 103.8 kJ/mol. Its HOMO-LUMO gap is 5.03 eV. The spin multiplicity is 1. Its LUMO energy is 0.95 eV. The highest occupied orbital energy is -4.08 eV. As for the charge: -1.



(6)
Molecular formula: C26H42N6OS2
Method: DFT, ωB97M-V with the def2-TZVPD basis set

Each line ends with the Mulliken charge.
Atoms and positions in Å:
1 S 3.7957 -0.4975 3.5925  -0.277
2 S 6.2553 -1.4111 2.2672  -0.174
3 O 2.2673 -2.0736 -1.0276  -0.339
4 N 4.4750 2.9262 -1.2950  -0.457
5 N 2.6564 1.7783 0.3492  -0.341
6 N 3.9301 1.7370 0.6736  -0.070
7 N -2.4782 -2.4695 -1.5400  0.259
8 N 3.7190 -2.2007 1.5719  0.068
9 N 3.2004 2.9564 -1.6283  -0.319
10 C 2.3199 -1.7492 1.3993  -0.837
11 C 0.8978 2.3648 -1.1880  0.159
12 C 6.2425 2.1807 0.1891  -0.691
13 C -4.5256 -2.5958 -0.1151  -1.138
14 C 6.6275 0.3294 1.9639  -0.847
15 C -2.5129 -3.7792 -1.9518  -0.255
16 C -1.9557 2.3707 -0.2706  -0.425
17 C -1.3008 -1.9094 -1.9328  -0.767
18 C -4.1592 1.9222 0.9465  -0.182
19 C -1.3321 -4.0379 -2.6264  -0.917
20 C 4.4696 -1.3938 2.3935  0.383
21 C 3.6414 -1.7606 -0.8824  0.149
22 C -5.6737 1.7562 0.7234  -0.996
23 C 4.7932 2.2948 -0.1677  0.443
24 C -1.0505 3.5816 0.0217  -0.845
25 C 4.2754 -2.5471 0.2494  -1.060
26 C -5.2014 -1.8040 1.0012  -0.824
27 C -6.2186 0.4984 1.4235  -1.058
28 C -3.4917 -1.7159 -0.8086  -0.094
29 C 2.3392 2.3651 -0.8031  0.114
30 C 1.6579 -2.4270 0.2097  -0.479
31 C 0.1895 3.7004 -0.8707  -0.801
32 C 6.5973 0.6924 0.4755  -0.316
33 C -6.1882 -0.7328 0.4928  -0.556
34 C -3.4741 2.6563 -0.2164  -0.761
35 C -0.5498 -2.8598 -2.6128  -0.412
36 H -1.7244 1.6099 0.4731  0.308
37 H 0.4304 -2.7069 -3.0235  0.527
38 H -7.1769 -1.1759 0.4212  0.431
39 H 6.8359 2.5038 -0.6577  0.267
40 H -0.0721 4.1970 -1.8007  0.316
41 H 7.6488 0.4409 2.3228  0.393
42 H -5.5997 0.3224 2.3007  0.498
43 H -3.9541 2.4224 1.8913  0.259
44 H -3.9588 -1.0245 -1.5098  0.197
45 H 0.4264 1.5010 -0.7295  0.039
46 H 5.8964 0.0654 -0.0661  0.049
47 H -5.2746 -2.9811 -0.8033  0.384
48 H -5.7557 -2.4796 1.6532  0.396
49 H -7.2274 0.7235 1.7626  0.453
50 H 7.5769 0.4956 0.0450  0.506
51 H 4.0419 -3.5944 0.0505  0.253
52 H 5.3512 -2.4626 0.1827  0.650
53 H -1.7055 1.9572 -1.2463  0.342
54 H -0.7618 3.5974 1.0711  0.270
55 H -3.9043 2.2268 -1.1187  0.381
56 H -2.9803 -1.1219 -0.0532  0.239
57 H -4.4400 -1.3393 1.6250  0.401
58 H 1.6085 -3.5092 0.3353  0.218
59 H -1.6440 4.4834 -0.1302  0.393
60 H -3.3359 -4.4337 -1.7442  0.416
61 H -3.7459 0.9133 0.9875  0.049
62 H -1.0523 -4.9688 -3.0873  0.431
63 H 3.7866 -0.6838 -0.7663  -0.275
64 H -3.6826 3.7210 -0.1615  0.402
65 H 0.8626 2.2114 -2.2644  0.390
66 H 2.2719 -0.6756 1.2338  0.359
67 H -5.8502 1.7066 -0.3487  0.490
68 H 6.0056 0.9794 2.5721  0.463
69 H -6.1756 2.6472 1.1019  0.407
70 H 4.1353 -2.0863 -1.7967  0.406
71 H -0.9909 -0.8967 -1.7416  0.537
72 H 0.6473 -2.0276 0.1795  0.248
73 H -3.9822 -3.4266 0.3330  0.495
74 H 6.4544 2.7826 1.0693  0.365
75 H -5.8666 -0.3902 -0.4873  0.326
76 H 1.7532 -2.0308 2.2811  0.591
77 H 0.8906 4.3613 -0.3622  0.394

The SMILES is S=C(SCCCc1nnc(CCCCCCCCCCCCn2cccc2)nn1)N1CCOCC1. Its HOMO-LUMO gap is 7.14 eV. The spin multiplicity is 1. Its LUMO energy is -0.81 eV. The highest occupied orbital energy is -7.96 eV. As for the charge: 0.